Entry 1:
The following is a DFT calculation (wB97M-V/def2-TZVPD) of a molecular structure, C25H42F6O17Pb.

```
91
Properties=species:S:1:pos:R:3:forces:R:3:mulliken_charge:R:1
Pb 21.24036 8.65046 23.81203 0.124 -0.247 0.775 1.30
C 20.54791 3.20726 19.60841 1.283 3.337 0.126 -0.02
O 20.67993 3.62630 18.23783 0.112 0.157 -0.475 -0.22
O 20.84198 4.39655 20.34544 -1.619 -3.117 -0.899 -0.69
C 19.16367 2.50378 19.76565 -0.202 -0.025 1.789 0.75
F 18.12669 3.24999 19.41560 -0.179 0.447 -0.824 -0.26
F 19.07146 1.31220 19.14728 0.387 0.033 -1.183 -0.26
F 18.89887 2.14346 21.04122 0.551 0.460 0.813 -0.30
C 20.77048 2.69418 17.16597 0.071 0.647 -0.066 -0.23
C 21.26187 3.36193 15.85736 0.023 -0.006 0.742 -1.16
H 21.20873 2.61528 15.06503 -0.130 0.082 -0.112 0.36
H 20.76347 4.28352 15.55673 -0.395 -0.189 0.123 0.27
H 22.31317 3.62559 15.97293 0.079 -0.012 0.072 0.29
H 19.78259 2.24302 17.07305 0.189 -0.400 -0.483 0.32
H 21.55818 1.96414 17.35217 -0.258 -0.549 0.428 0.25
H 21.31834 2.46947 19.83249 0.117 -0.560 0.127 0.24
C 22.60113 7.95564 28.84402 1.468 1.516 -4.109 -0.11
O 22.78846 6.84605 27.92407 -0.393 -0.989 1.332 -0.17
O 21.95350 8.86562 27.98765 -0.031 -0.785 2.339 -0.70
C 22.21333 7.61489 30.29839 -0.011 1.289 0.428 0.81
F 23.27791 7.26229 31.07420 0.409 -1.425 -1.072 -0.28
F 21.79362 8.64738 31.02274 -1.007 1.614 -0.472 -0.30
F 21.26154 6.72666 30.35465 -0.787 -1.719 0.189 -0.24
C 23.54199 5.72816 28.34369 -0.328 -0.692 -0.405 -0.23
C 23.72735 4.88251 27.10788 0.363 -0.058 0.437 -1.23
H 24.33546 5.39447 26.36209 -0.065 -0.066 -0.076 0.27
H 24.25403 4.00221 27.47634 -0.003 -0.336 -0.521 0.39
H 22.74758 4.62118 26.70807 0.152 -0.111 -0.125 0.28
H 23.03119 5.07322 29.04957 -0.554 0.266 0.373 0.26
H 24.50655 5.89851 28.82192 0.215 0.840 -0.098 0.37
H 23.64616 8.25627 28.91909 0.419 0.745 0.718 0.23
C 18.70084 8.27931 16.48769 -1.792 -1.015 1.055 -0.69
O 19.81464 8.98092 16.08195 3.003 0.563 0.697 -0.32
C 20.71471 9.36382 17.06952 -1.635 0.797 1.945 0.80
O 20.45596 9.45339 18.30769 1.364 -0.630 -5.061 -0.59
O 21.85938 9.78417 16.49678 -0.758 0.291 2.379 -0.29
C 22.20346 9.64465 15.14427 -0.173 -0.585 -0.805 -0.57
H 17.84089 8.94188 16.38968 -0.148 -0.165 0.342 0.26
H 18.82725 7.87923 17.49370 -0.189 0.521 0.227 0.34
H 18.50029 7.37236 15.91732 0.435 0.262 -0.691 0.26
H 21.49060 10.10025 14.45698 -0.134 0.027 0.198 0.27
H 22.27622 8.57908 14.92666 0.147 0.059 -0.284 0.30
H 23.16832 10.13783 15.02629 -0.081 -0.154 0.100 0.22
C 23.10419 15.03711 24.72186 -0.689 -0.619 -0.321 -0.59
O 23.70461 15.19070 23.43311 0.865 0.561 -0.091 -0.32
C 23.82966 14.13786 22.62419 -2.486 -1.768 1.806 0.85
O 23.27349 13.04767 22.86567 1.776 1.982 -0.920 -0.61
O 24.50733 14.52227 21.56634 1.103 -0.941 -0.513 -0.29
C 24.92179 13.48270 20.65083 -0.443 -0.358 -1.206 -0.68
H 23.68907 14.40388 25.38897 0.203 0.064 -0.178 0.28
H 22.13682 14.55823 24.57036 -0.077 0.074 0.245 0.28
H 22.97395 16.02890 25.15487 0.166 -0.095 -0.273 0.21
H 24.34552 13.60521 19.73377 -0.391 -0.097 0.181 0.27
H 24.80035 12.45954 21.00649 -0.317 0.342 0.437 0.32
H 25.94229 13.55558 20.27484 0.249 0.732 0.858 0.27
C 28.03528 9.44306 23.50262 -1.416 1.073 1.093 -0.59
O 28.05609 8.73055 22.29978 0.895 -0.404 -0.528 -0.30
C 26.92360 8.21652 21.84333 -1.061 -0.807 -0.107 0.82
O 25.83219 8.24086 22.40089 1.396 0.154 -0.969 -0.59
O 27.24862 7.61910 20.67198 -0.984 0.093 -0.029 -0.31
C 26.19793 7.12713 19.77417 0.465 0.652 -0.224 -0.63
H 27.52158 10.38734 23.32223 -0.012 0.195 0.027 0.25
H 29.00940 9.70029 23.91858 0.197 -0.618 -0.622 0.23
H 27.42816 8.93727 24.25341 0.194 -0.218 0.041 0.28
H 26.21118 6.03955 19.70275 -0.271 0.094 0.728 0.26
H 26.45398 7.44632 18.76389 0.404 0.281 0.133 0.25
H 25.23372 7.59630 19.96981 0.039 -0.476 0.493 0.32
O 17.30444 5.96235 26.54836 0.550 -0.571 -0.084 -0.61
C 16.85444 5.09602 27.25608 1.493 2.020 -0.649 0.51
O 15.58498 5.20831 27.61247 -1.770 -0.992 0.718 -0.35
C 15.15064 4.02403 28.31951 0.211 0.122 0.464 -0.36
C 16.42938 3.42558 28.81628 1.226 -1.100 0.670 -0.58
C 17.55612 3.93018 27.90446 -0.714 -0.728 0.181 -0.23
H 14.56247 3.37011 27.67567 0.036 0.208 -0.154 0.27
H 14.61041 4.25434 29.23777 -0.619 0.555 -0.574 0.29
H 16.37982 2.34495 28.94986 0.006 -0.039 -0.251 0.37
H 16.63179 3.81431 29.81429 -0.046 0.081 0.041 0.25
H 17.89343 3.23549 27.13523 -0.235 -0.088 -0.084 0.26
H 18.43910 4.15327 28.50336 -0.080 0.599 -0.342 0.19
O 17.20487 12.01935 23.86964 -1.957 1.411 0.955 -0.68
C 16.29327 12.71677 24.36235 5.451 -4.560 0.167 0.55
O 15.69783 13.60075 23.69687 -1.019 2.478 -3.307 -0.31
C 14.75949 14.28152 24.45924 -2.083 0.967 0.861 -0.41
C 14.46331 13.33341 25.58704 0.391 -0.590 2.164 -0.47
C 15.82344 12.64453 25.75838 -0.664 -0.516 0.293 -0.34
H 13.86293 14.51829 23.88634 0.204 -0.204 -0.364 0.31
H 15.12919 15.24314 24.81520 0.434 -0.057 0.019 0.26
H 13.72546 12.55431 25.39551 -0.170 0.316 -0.420 0.27
H 14.22170 13.78624 26.54864 -0.430 0.358 -0.300 0.30
H 15.78223 11.59814 26.06080 -0.066 0.127 0.064 0.26
H 16.50956 13.15099 26.43724 0.005 0.188 -0.124 0.26
```
Forces are in eV/Å.

- Lowest unoccupied orbital energy: -4.409 eV
- Orbital gap: 2.6 eV

Entry 2:
The following is a DFT calculation (wB97M-V/def2-TZVPD) of 2 unconnected molecules or ions with the total composition C4H6N2OS.

```
14
Properties=species:S:1:pos:R:3:forces:R:3:nbo_charge:R:1
C 0.31892 0.04698 -2.21582 0.002 -1.948 -0.693 -0.31
C 0.48942 1.30458 -1.70758 0.213 1.369 0.253 -0.04
C -0.11857 -0.72377 -1.14467 0.752 0.857 1.253 -0.05
C -0.54933 -0.13093 1.20240 1.157 -0.889 0.722 0.34
N 0.15907 1.35823 -0.42895 1.121 2.725 0.510 -0.31
N -0.11798 0.15040 -0.05604 -0.980 -2.213 -2.939 -0.22
O -0.58299 0.90089 2.01329 1.132 3.529 0.167 -0.70
S -1.80969 -1.26774 1.60397 -0.255 0.278 0.173 0.03
H 0.59540 -0.18328 -3.24883 -0.431 -0.432 0.636 0.24
H 0.90108 2.15078 -2.25317 -0.386 -0.024 0.409 0.22
H -0.25155 -1.73178 -0.80519 -0.101 -0.557 -0.953 0.23
H 1.15434 -1.52127 2.15309 -0.397 0.527 -0.406 -0.13
H -0.15743 1.75043 1.59260 -0.901 -2.253 0.532 0.53
H -1.80402 -0.42607 2.66486 -0.925 -0.970 0.337 0.18
```
Forces are in eV/Å.

- Lowest unoccupied orbital energy (alpha / beta): -0.034 / -0.458 eV
- Orbital gap (alpha / beta): 9.3 / 6.4 eV

Entry 3:
The following is a DFT calculation (wB97M-V/def2-TZVPD) of a molecular structure, C16H10CdCl6.

```
33
Properties=species:S:1:pos:R:3:forces:R:3:nbo_charge:R:1
C 0.30367 -2.18188 -1.78607 -0.377 0.151 0.198 -0.57
C -1.10420 -2.11988 -2.08533 0.128 -0.345 0.642 -0.30
C -1.81741 -2.35460 -0.89226 0.955 -0.270 -0.318 -0.29
H -1.53126 -1.92377 -3.06619 0.114 0.037 0.280 0.20
C -0.87790 -2.54728 0.16498 0.361 -0.235 -0.694 -0.34
C 0.42581 -2.44458 -0.37110 -0.605 -0.284 0.052 -0.38
H 1.36126 -2.55812 0.17675 -0.197 -0.056 -0.119 0.19
H 1.10551 -2.25900 -2.52695 -0.204 -0.119 0.161 0.21
H -2.89517 -2.42621 -0.78688 0.192 0.296 -0.048 0.20
H -1.12667 -2.78704 1.19727 0.087 0.263 -0.178 0.19
Cd 1.10957 0.05733 -1.36229 -1.240 -0.527 0.012 1.50
Cl 0.10224 0.98027 -3.27353 0.312 0.436 -0.603 -0.80
C -2.30372 2.39410 -0.49243 -0.513 -0.610 0.129 -0.39
C -2.70810 1.71682 0.70073 -0.272 -0.243 -1.021 -0.38
C -3.56968 0.64588 0.32423 0.077 0.734 -0.495 -0.37
H -2.39541 1.96128 1.70731 0.026 -0.007 0.055 0.17
C -3.73671 0.68608 -1.09507 0.516 0.672 0.567 -0.36
C -2.94272 1.75634 -1.59701 -0.190 -0.127 0.760 -0.35
H -2.81229 2.02178 -2.64405 -0.003 -0.086 0.208 0.18
H -1.61361 3.23469 -0.54598 -0.110 -0.132 -0.019 0.17
H -4.02467 -0.06828 1.00376 0.017 0.016 -0.047 0.17
H -4.35390 0.01975 -1.69102 0.150 -0.028 0.065 0.17
Cl 4.30403 0.24064 -1.34193 0.398 0.165 -0.079 0.00
C 3.63985 0.55131 0.22708 0.049 0.379 1.951 -0.08
C 2.27494 0.41941 0.39214 -0.023 -0.029 -0.551 -0.51
C 1.68790 0.50197 1.64309 0.722 0.204 0.964 -0.07
Cl -0.00483 0.21333 1.82185 0.340 0.275 -0.122 0.10
C 2.47480 0.80665 2.77748 0.571 -0.172 -1.097 -0.10
Cl 1.77792 0.87027 4.33668 -0.175 0.075 0.383 0.03
C 3.86319 1.03427 2.61791 -0.937 -0.329 -1.408 -0.11
Cl 4.79718 1.50601 3.96559 0.413 0.084 0.371 0.02
C 4.45642 0.89618 1.33507 -1.263 -0.247 0.175 -0.12
Cl 6.13394 1.15627 1.16618 0.678 0.060 -0.175 0.01
```
Forces are in eV/Å.

- Total charge: -2
- Lowest unoccupied orbital energy: 3.908 eV
- Orbital gap: 3.8 eV

Entry 4:
The following is a DFT calculation (wB97M-V/def2-TZVPD) of 2 unconnected molecules or ions with the total composition C7H6N4S.

```
18
Properties=species:S:1:pos:R:3:forces:R:3:nbo_charge:R:1
C 0.63466 0.33557 3.20303 -1.336 -2.212 0.252 -0.09
C -1.38211 0.74934 -3.31192 3.710 0.189 2.456 0.05
C 0.30085 -0.09871 1.96090 2.707 3.948 -0.479 -0.06
C 0.42285 1.08084 -2.16773 -2.629 0.907 -0.279 0.30
C 0.04441 -1.77862 3.43441 2.275 3.806 -1.414 0.17
C -1.54077 0.25174 -1.96062 0.641 0.902 2.215 0.06
C -0.49186 -2.15055 1.06160 0.313 -1.918 -0.032 0.08
N 0.43885 -0.70548 4.08099 -0.687 -2.173 1.189 -0.41
N -0.15790 1.25984 -3.39708 -0.246 -0.286 -1.354 -0.49
N -0.45970 0.60465 -1.27118 0.322 -1.440 0.753 -0.53
N 0.09971 -1.44109 2.03785 -1.719 -0.158 0.129 -0.47
S -0.72224 -3.73486 1.03156 -0.234 0.787 -0.380 0.08
H 0.93301 1.24092 3.64755 0.287 1.117 -0.242 0.22
H -2.02455 0.70553 -4.07988 -2.160 -0.029 -2.682 0.20
H -2.31923 -0.13848 -1.30717 -0.384 -0.150 -0.987 0.22
H 1.32400 1.55108 -1.85308 0.787 -0.068 -0.178 0.19
H -0.01081 -2.79170 3.67543 -0.446 -1.196 0.787 0.21
H 0.58423 0.62235 1.13299 -1.202 -2.027 0.246 0.26
```
Forces are in eV/Å.

- Lowest unoccupied orbital energy (alpha / beta): -1.128 / -2.586 eV
- Orbital gap (alpha / beta): 8.2 / 5.9 eV

Entry 5:
The following is a DFT calculation (wB97M-V/def2-TZVPD) of C6H7NO2 in the gas phase.

```
16
Properties=species:S:1:pos:R:3:forces:R:3:nbo_charge:R:1
O 1.78825 1.17861 -2.37888 -1.433 -2.003 1.514 -0.56
N 1.02713 0.39598 -1.58979 -0.023 2.726 -1.336 0.08
C 0.57414 -0.83098 -2.03409 1.890 0.267 0.100 -0.02
C -0.18452 -1.56332 -1.13300 0.567 -0.441 1.469 -0.23
C -0.41942 -1.06919 0.14963 -1.284 -0.078 0.564 -0.22
C -0.04266 0.17957 0.53706 1.186 1.726 -1.057 -0.06
C -0.35175 0.78965 1.85832 3.216 -0.554 1.104 -0.07
O -1.67756 1.04934 1.92370 -0.925 2.452 1.339 -0.69
C 0.57854 0.97793 -0.39760 0.632 -3.137 -1.496 0.01
H 1.12971 -1.16787 -2.97933 -1.396 0.515 1.523 0.25
H -0.37947 -2.62318 -1.12772 -0.256 -0.155 -1.328 0.24
H -1.06526 -1.50150 0.92333 0.422 -1.067 -0.660 0.21
H 0.16616 0.16888 2.70265 -1.483 0.423 -1.060 0.16
H 0.23283 1.73704 1.98992 -0.838 -0.461 -0.419 0.19
H -2.22274 0.31070 1.79703 -0.920 -1.736 -0.272 0.47
H 0.84663 1.96835 -0.24125 0.646 1.522 0.014 0.23
```
Forces are in eV/Å.

- Lowest unoccupied orbital energy: 0.185 eV
- SMILES: [O-][n+]1cccc(CO)c1
- Orbital gap: 8.6 eV

Entry 6:
The following is a DFT calculation (wB97M-V/def2-TZVPD) of 2 unconnected molecules or ions with the total composition C4H10NO3.

```
18
Properties=species:S:1:pos:R:3:forces:R:3:nbo_charge:R:1
C 1.19629 -1.17241 0.31453 -0.326 -1.179 -0.122 -0.43
N -0.23911 -1.43775 0.08092 -0.175 2.071 -1.959 -0.64
C -2.28403 0.04138 0.35804 -0.164 -1.868 -0.371 -0.62
C -1.02262 -0.21759 -0.53090 -0.329 -2.033 -2.278 -0.13
C -0.10359 1.02321 -0.64070 0.690 0.102 2.640 0.73
O 0.53183 1.32122 -1.66235 -0.758 -0.332 -0.679 -0.75
O 0.08123 1.53380 0.52516 -0.556 -0.163 -1.042 -0.82
H 1.52980 -2.11070 0.76619 0.356 0.031 0.185 0.18
H 1.34925 -0.35984 1.06037 0.235 -0.427 -0.903 0.19
H 1.75897 -1.12531 -0.66179 -0.636 0.639 1.169 0.21
H -0.65669 -1.66619 0.95507 -0.375 0.089 0.634 0.33
H -2.07009 -0.22471 1.42900 -0.148 0.141 -1.003 0.20
H -2.55391 1.07050 0.37618 -0.181 0.866 -0.202 0.22
H -3.18398 -0.56634 -0.01078 1.232 0.711 0.581 0.19
H -1.29484 -0.53981 -1.72307 0.391 0.748 3.279 0.17
H 1.96242 1.19088 0.37743 1.322 1.043 -0.064 0.48
H 2.25071 1.67072 -0.89339 -1.037 0.680 -2.576 0.48
O 2.74836 1.56892 -0.11991 0.459 -1.118 2.711 -1.00
```
Forces are in eV/Å.

- Total charge: -1
- Lowest unoccupied orbital energy: 4.027 eV
- Orbital gap: 8.5 eV

Q: Which E_tot values were calculated for the entries above? A: -82953.77298; -20102.66218; -96452.44010; -24146.50829; -11917.13008; -11943.39435, in eV.
Q: Which ΔE to the lowest compared entry with this formula, charge and spin values were calculated for the entries above? A: 0.484; 6.679; 0.000; 5.621; 3.301; 2.002, in eV.